Here is a structure of composition C34H80F6MgO22S2 from the Open Molecules 2025 dataset. Energies are from the ωB97M-V functional and the def2-TZVPD basis.

Summary:
Spin multiplicity: 1
E_tot: -4594.17468 a.u.
LUMO level: -0.0128 Ha
Highest occupied orbital energy: -0.3140 Eh
Frontier orbital gap: 8.20 eV

Atoms and positions in Å:
Mg  -1.023  -2.748  -3.311
C  1.303  -1.152  0.165
F  1.328  -0.842  1.456
F  1.526  -0.059  -0.564
F  2.241  -2.043  -0.128
S  -0.380  -1.840  -0.207
O  -1.339  -0.829  0.180
O  -0.414  -2.084  -1.653
O  -0.463  -3.087  0.519
C  1.679  -1.656  -6.596
F  1.350  -2.907  -6.990
F  2.868  -1.394  -7.117
F  0.762  -0.822  -7.075
S  1.800  -1.679  -4.728
O  2.913  -2.545  -4.417
O  1.944  -0.319  -4.281
O  0.525  -2.296  -4.311
C  -3.140  -4.175  -1.426
O  -2.781  -3.185  -2.370
C  -3.774  -2.148  -2.465
C  -3.151  -0.803  -2.881
O  -2.061  -1.064  -3.754
C  -1.335  0.120  -4.076
H  -2.525  -5.065  -1.515
H  -4.203  -4.430  -1.486
H  -3.022  -3.781  -0.409
H  -4.158  -2.015  -1.452
H  -4.527  -2.467  -3.188
H  -2.790  -0.388  -1.936
H  -3.963  -0.233  -3.332
H  -1.998  0.878  -4.509
H  -0.598  -0.083  -4.843
H  -0.875  0.567  -3.193
C  -2.268  5.161  4.181
O  -1.947  4.408  3.051
C  -0.631  3.926  3.018
C  -0.264  3.537  1.564
O  -1.427  3.090  0.914
C  -1.104  2.374  -0.252
H  -2.184  4.558  5.102
H  -3.294  5.513  4.129
H  -1.550  5.979  4.341
H  -0.611  3.007  3.617
H  0.053  4.726  3.322
H  0.445  2.719  1.725
H  0.184  4.430  1.115
H  -0.379  1.612  0.052
H  -0.702  2.992  -1.068
H  -1.957  1.850  -0.685
C  -6.246  4.934  2.386
O  -5.165  4.049  2.532
C  -5.547  2.989  3.383
C  -4.300  2.239  3.887
O  -3.326  2.158  2.864
C  -3.118  0.796  2.497
H  -5.978  5.775  1.747
H  -6.647  5.344  3.319
H  -7.078  4.447  1.857
H  -6.226  2.315  2.838
H  -6.083  3.367  4.263
H  -4.558  1.292  4.359
H  -3.924  2.964  4.617
H  -2.399  0.813  1.686
H  -4.071  0.312  2.290
H  -2.699  0.201  3.321
C  0.423  -5.210  -2.202
O  -0.408  -4.618  -3.189
C  -1.006  -5.536  -4.134
C  -1.300  -4.706  -5.367
O  -2.004  -3.519  -4.965
C  -2.453  -2.874  -6.154
H  1.002  -6.067  -2.556
H  -0.173  -5.417  -1.314
H  1.230  -4.539  -1.900
H  -1.953  -5.968  -3.796
H  -0.250  -6.313  -4.222
H  -1.918  -5.321  -6.029
H  -0.385  -4.455  -5.907
H  -3.105  -3.521  -6.743
H  -1.632  -2.590  -6.821
H  -2.933  -1.952  -5.842
C  3.137  3.052  0.684
O  2.927  2.913  2.069
C  2.982  4.163  2.787
C  4.346  4.842  2.674
O  5.365  4.245  3.430
C  5.954  3.069  2.868
H  2.566  3.890  0.262
H  2.985  2.083  0.217
H  4.147  3.370  0.388
H  2.818  3.838  3.807
H  2.189  4.834  2.441
H  4.251  5.902  2.927
H  4.681  4.903  1.630
H  5.809  2.992  1.786
H  5.419  2.218  3.306
H  7.006  3.109  3.138
C  2.646  1.532  4.428
O  4.028  1.307  4.229
C  4.281  0.203  3.372
C  5.724  -0.248  3.489
O  5.843  -1.482  2.798
C  7.110  -2.048  2.805
H  2.089  1.764  3.527
H  2.686  2.332  5.164
H  2.140  0.658  4.860
H  4.068  0.518  2.344
H  3.650  -0.648  3.645
H  5.910  -0.509  4.542
H  6.507  0.440  3.162
H  7.182  -2.826  2.044
H  7.340  -2.596  3.734
H  7.954  -1.357  2.692
C  6.065  -0.160  -0.148
O  6.247  0.092  -1.518
C  5.036  -0.179  -2.192
C  5.146  0.320  -3.630
O  6.400  -0.162  -4.108
C  6.374  -0.403  -5.499
H  5.882  -1.223  0.065
H  5.247  0.377  0.345
H  7.000  0.014  0.388
H  4.247  0.471  -1.783
H  4.700  -1.217  -2.179
H  5.075  1.409  -3.738
H  4.360  -0.092  -4.265
H  7.335  -0.752  -5.893
H  6.166  0.544  -6.004
H  5.757  -1.291  -5.685
C  -8.704  -0.910  2.609
O  -7.417  -1.404  2.862
C  -6.541  -1.154  1.778
C  -5.439  -2.177  1.760
O  -4.472  -1.959  2.749
C  -3.379  -2.859  2.732
H  -9.169  -1.425  1.760
H  -8.707  0.154  2.320
H  -9.311  -0.939  3.511
H  -6.149  -0.133  1.812
H  -7.100  -1.286  0.842
H  -5.045  -2.393  0.754
H  -5.879  -3.157  2.035
H  -3.714  -3.887  2.530
H  -2.911  -2.710  3.699
H  -2.690  -2.671  1.900

=====

Here is a structure of composition C52H120CaF12N10O24S4 from the Open Molecules 2025 dataset. Energies are from the ωB97M-V functional and the def2-TZVPD basis.

Summary:
Spin multiplicity: 1
E_tot: -7874.67026 a.u.
LUMO level: -0.0867 Ha
Highest occupied orbital energy: -0.2978 Eh
Frontier orbital gap: 5.74 eV

Atoms and positions in Å:
Ca  -2.122  -0.444  -5.623
C  -2.416  -1.487  -0.105
F  -2.312  -2.440  -1.024
F  -3.545  -0.897  -0.352
F  -2.354  -1.935  1.111
S  -1.026  -0.196  -0.488
O  -1.584  1.145  -0.531
O  -0.040  -0.441  0.558
N  -0.544  -0.567  -2.140
S  1.047  -0.373  -2.071
O  1.561  -0.371  -3.411
O  1.638  0.678  -1.205
C  1.697  -2.024  -1.360
F  2.018  -2.680  -2.409
F  2.777  -1.810  -0.594
F  0.748  -2.720  -0.688
C  -3.608  -4.431  -9.839
F  -3.283  -5.633  -9.439
F  -3.929  -4.480  -11.144
F  -4.679  -4.065  -9.110
S  -2.176  -3.294  -9.482
O  -1.171  -3.494  -10.512
O  -2.711  -1.958  -9.536
N  -1.800  -3.596  -7.790
S  -0.701  -4.699  -7.946
O  -0.789  -5.746  -8.999
O  0.666  -4.157  -7.844
C  -0.947  -5.622  -6.275
F  0.217  -6.156  -5.886
F  -1.458  -4.815  -5.384
F  -1.735  -6.663  -6.520
C  4.087  7.114  1.086
O  3.983  8.570  0.960
C  5.152  9.219  0.391
C  6.423  9.047  1.254
N  7.580  9.966  0.878
C  8.780  9.688  1.596
C  9.940  10.446  0.964
O  10.650  9.590  0.065
C  11.397  8.456  0.596
H  3.077  6.776  1.319
H  4.776  6.867  1.893
H  4.397  6.535  0.215
H  4.815  10.249  0.277
H  5.409  8.837  -0.597
H  6.697  8.010  1.059
H  6.138  9.236  2.289
H  7.710  9.717  -0.092
H  8.905  8.606  1.540
H  8.672  9.961  2.645
H  10.600  10.769  1.769
H  9.617  11.318  0.395
H  12.026  8.896  1.370
H  11.814  8.022  -0.313
H  10.707  7.774  1.092
C  -1.861  7.046  -3.490
O  -1.374  7.786  -4.596
C  -0.096  8.365  -4.550
C  0.291  8.987  -5.925
N  0.114  8.149  -7.116
C  0.567  8.718  -8.388
C  0.156  7.753  -9.631
O  -1.236  7.813  -9.785
C  -1.733  7.240  -10.992
H  -1.761  7.761  -2.674
H  -1.141  6.272  -3.223
H  -2.864  6.645  -3.641
H  0.621  7.599  -4.256
H  0.005  9.107  -3.758
H  1.355  9.220  -5.920
H  -0.386  9.829  -6.071
H  -0.870  7.946  -7.216
H  1.646  8.871  -8.369
H  0.107  9.699  -8.506
H  0.444  6.713  -9.475
H  0.680  8.118  -10.514
H  -1.398  6.220  -11.180
H  -1.293  7.806  -11.813
H  -2.816  7.360  -10.999
C  -12.220  -5.761  7.968
O  -11.175  -5.714  6.998
C  -9.895  -6.018  7.494
C  -8.854  -6.026  6.433
N  -8.510  -4.712  5.892
C  -7.485  -4.815  4.828
C  -7.994  -5.377  3.435
O  -9.052  -4.538  2.964
C  -9.703  -5.049  1.775
H  -12.055  -4.962  8.690
H  -12.273  -6.707  8.507
H  -13.204  -5.729  7.501
H  -9.975  -6.983  7.994
H  -9.613  -5.298  8.262
H  -9.207  -6.594  5.572
H  -7.995  -6.545  6.857
H  -9.355  -4.293  5.533
H  -6.578  -5.342  5.128
H  -7.098  -3.817  4.625
H  -8.468  -6.345  3.598
H  -7.179  -5.409  2.712
H  -10.148  -6.021  1.988
H  -8.903  -5.270  1.068
H  -10.424  -4.305  1.437
C  5.244  1.128  4.703
O  5.796  0.613  5.882
C  4.854  0.489  6.898
C  5.582  0.230  8.195
N  6.427  1.402  8.567
C  7.291  1.171  9.716
C  8.191  2.379  9.988
O  9.273  2.428  9.139
C  9.949  3.698  9.054
H  4.466  0.485  4.293
H  6.028  1.172  3.948
H  4.700  2.056  4.876
H  4.038  -0.202  6.688
H  4.269  1.399  7.029
H  6.186  -0.672  8.090
H  4.886  0.057  9.016
H  6.957  1.616  7.735
H  7.950  0.352  9.430
H  6.763  0.909  10.633
H  8.688  2.320  10.956
H  7.603  3.281  9.816
H  10.777  3.699  8.345
H  10.381  3.906  10.033
H  9.228  4.472  8.790
C  1.940  -4.271  4.836
O  3.244  -4.660  5.187
C  4.134  -4.334  4.110
C  5.598  -4.470  4.591
N  6.489  -3.707  3.739
C  7.896  -4.037  3.898
C  8.447  -3.297  5.108
O  8.532  -1.962  4.651
C  9.422  -1.158  5.437
H  1.397  -4.509  5.751
H  1.555  -4.756  3.939
H  1.807  -3.198  4.695
H  3.950  -3.277  3.916
H  3.910  -4.850  3.176
H  5.877  -5.515  4.724
H  5.620  -4.017  5.582
H  6.378  -2.711  3.864
H  8.422  -3.821  2.968
H  8.050  -5.107  4.038
H  9.432  -3.723  5.298
H  7.791  -3.379  5.975
H  9.531  -0.163  5.005
H  10.394  -1.599  5.657
H  8.886  -1.015  6.376
C  -3.823  2.489  7.455
O  -3.891  2.510  6.083
C  -4.882  3.309  5.448
C  -4.907  3.008  3.957
N  -6.069  3.793  3.476
C  -5.988  3.904  2.002
C  -7.252  4.478  1.346
O  -7.069  4.621  -0.096
C  -8.203  5.153  -0.710
H  -3.253  3.368  7.757
H  -3.232  1.697  7.914
H  -4.782  2.588  7.963
H  -4.683  4.344  5.727
H  -5.850  3.084  5.894
H  -5.129  1.959  3.760
H  -4.037  3.280  3.360
H  -6.936  3.355  3.751
H  -5.686  2.980  1.508
H  -5.180  4.591  1.752
H  -7.412  5.421  1.869
H  -8.096  3.831  1.582
H  -9.149  4.780  -0.317
H  -8.117  4.949  -1.777
H  -8.082  6.225  -0.555
C  -5.568  -1.507  -5.133
O  -4.730  -0.324  -4.983
C  -5.425  0.915  -5.108
C  -4.565  2.152  -5.074
N  -3.682  2.074  -6.260
C  -2.589  3.108  -6.132
C  -1.544  2.760  -7.171
O  -1.058  1.409  -7.011
C  -0.096  1.028  -7.982
H  -6.429  -1.436  -4.469
H  -4.918  -2.368  -4.980
H  -5.976  -1.737  -6.118
H  -6.069  0.967  -4.230
H  -6.116  0.843  -5.948
H  -4.079  2.322  -4.114
H  -5.193  3.043  -5.099
H  -4.242  2.468  -7.003
H  -2.172  3.111  -5.125
H  -2.865  4.135  -6.372
H  -0.640  3.368  -7.152
H  -2.033  2.829  -8.143
H  -0.558  0.950  -8.967
H  0.336  0.043  -7.807
H  0.694  1.771  -8.084
C  -1.742  -8.995  -1.196
O  -1.775  -10.401  -1.198
C  -0.862  -11.020  -0.231
C  0.354  -11.412  -1.032
N  -0.037  -12.511  -1.866
C  0.758  -12.606  -3.123
C  0.228  -11.681  -4.227
O  0.851  -11.892  -5.492
C  0.755  -10.784  -6.418
H  -0.739  -8.724  -1.527
H  -2.010  -8.565  -0.232
H  -2.376  -8.482  -1.920
H  -1.340  -11.889  0.223
H  -0.607  -10.409  0.635
H  1.240  -11.709  -0.470
H  0.663  -10.643  -1.740
H  -1.016  -12.360  -2.063
H  0.566  -13.645  -3.393
H  1.837  -12.467  -3.053
H  0.334  -10.648  -3.896
H  -0.837  -11.803  -4.426
H  1.449  -10.917  -7.248
H  0.913  -9.810  -5.957
H  -0.197  -10.809  -6.949

=====

Here is a structure of composition C11H12ClN2O3W from the Open Molecules 2025 dataset. Energies are from the ωB97M-V functional and the def2-TZVPD basis.

Summary:
Spin multiplicity: 1
E_tot: -1287.62746 a.u.
LUMO level: -0.5346 Ha
Highest occupied orbital energy: -0.7538 Eh
Frontier orbital gap: 5.97 eV
Net charge: +3

Atoms and positions in Å:
W  0.609  -0.384  0.611
N  -1.578  -0.183  0.932
C  -2.164  0.985  0.172
C  -1.098  2.043  0.028
O  -1.199  3.200  -0.134
N  0.240  1.420  0.185
C  1.373  2.275  0.709
C  2.192  1.062  1.136
O  2.807  0.431  0.290
O  1.580  0.212  2.087
H  -2.144  -1.012  0.756
H  -1.706  0.005  1.936
H  -3.022  1.402  0.700
H  -2.498  0.644  -0.809
H  1.004  2.937  1.494
H  1.890  2.835  -0.070
Cl  4.990  -1.297  -2.860
C  3.588  -1.589  -2.018
C  2.367  -1.041  -2.487
C  1.195  -1.340  -1.836
C  1.206  -2.186  -0.655
C  -0.023  -2.415  0.038
C  2.470  -2.649  -0.157
C  3.624  -2.388  -0.846
H  2.363  -0.446  -3.392
H  0.245  -1.068  -2.293
H  0.002  -3.084  0.902
H  -0.955  -2.458  -0.522
H  2.498  -3.266  0.736
H  4.571  -2.795  -0.513

=====

Here is a structure of composition C22H26N2O2 from the Open Molecules 2025 dataset. Energies are from the ωB97M-V functional and the def2-TZVPD basis.

Summary:
Spin multiplicity: 1
E_tot: -1113.21073 a.u.
LUMO level: 0.0118 Ha
Highest occupied orbital energy: -0.3172 Eh
Frontier orbital gap: 8.95 eV

Atoms and positions in Å:
C  -1.339  -3.798  3.234
C  -0.195  -3.450  2.177
C  -0.345  -3.931  0.772
C  0.726  -3.753  -0.026
C  2.060  -3.026  0.397
C  2.010  -2.721  1.746
C  0.938  -2.979  2.776
H  1.241  -2.577  3.512
H  2.993  -2.217  1.881
C  2.916  -2.753  -0.687
H  3.791  -2.743  -0.374
H  3.114  -3.751  -1.510
C  2.615  -1.453  -1.400
N  2.076  -0.489  -0.663
C  0.994  -0.150  -0.306
O  -0.167  -0.697  -0.727
C  0.768  0.908  1.054
H  1.001  0.232  1.893
C  1.627  2.129  0.597
C  0.573  3.190  0.794
O  1.093  4.391  0.635
N  -0.699  2.617  0.965
C  -1.823  3.565  0.755
H  -1.761  4.384  1.541
H  -2.447  3.007  0.896
C  -1.956  4.189  -0.668
C  -1.791  3.055  -1.436
C  -0.711  2.652  -2.394
C  -0.630  1.503  -2.963
C  -1.728  0.798  -3.214
C  -2.867  1.028  -2.757
C  -2.830  2.152  -1.829
H  -3.937  2.383  -1.338
H  -3.653  0.454  -2.690
H  -1.562  -0.105  -3.848
H  0.244  1.308  -3.723
H  0.332  3.361  -2.168
H  -1.381  4.791  -0.735
H  -2.922  4.589  -0.709
C  -0.770  1.181  0.999
H  -1.423  1.026  0.331
H  -1.327  0.879  2.073
H  2.195  2.010  -0.128
H  2.421  2.185  1.691
H  2.967  -0.256  -0.060
H  1.522  -1.606  -2.038
H  3.212  -1.139  -2.108
H  0.564  -3.997  -0.936
H  -1.137  -4.565  0.482
H  -1.476  -5.050  3.313
H  -2.154  -3.341  2.806
H  -0.963  -3.422  4.119

=====

Here is a cluster of 7 separate species, C9H30ClO10 in total from the Open Molecules 2025 dataset. Energies are from the ωB97M-V functional and the def2-TZVPD basis.

Summary:
Spin multiplicity: 1
E_tot: -1573.16805 a.u.
LUMO level: 0.0896 Ha
Highest occupied orbital energy: -0.2177 Eh
Frontier orbital gap: 8.36 eV
Net charge: -1

Atoms and positions in Å:
Cl  -1.417  -0.169  -0.813
O  -2.208  0.972  -1.195
O  -1.532  -0.363  0.647
O  -1.748  -1.314  -1.546
O  0.010  0.124  -1.148
C  -1.333  0.196  7.669
C  -2.297  0.947  6.829
O  -2.922  -0.008  5.956
H  -0.491  -0.263  7.150
H  -1.897  -0.480  8.312
H  -0.824  0.799  8.421
H  -1.845  1.728  6.218
H  -3.112  1.420  7.377
H  -2.810  0.191  5.023
C  -1.147  -6.021  0.451
C  -0.726  -6.535  -0.950
O  -1.787  -6.166  -1.823
H  -1.602  -5.042  0.599
H  -0.366  -6.064  1.209
H  -1.849  -6.671  0.974
H  -0.610  -7.614  -1.053
H  0.247  -6.120  -1.215
H  -1.905  -5.256  -1.540
C  -3.020  5.332  -7.525
C  -2.343  4.481  -6.338
O  -3.008  4.966  -5.147
H  -4.102  5.234  -7.441
H  -2.731  5.092  -8.549
H  -2.808  6.393  -7.392
H  -1.280  4.716  -6.299
H  -2.570  3.420  -6.444
H  -3.191  4.271  -4.511
C  3.819  -3.383  0.173
O  3.102  -2.750  1.242
H  3.208  -3.346  -0.730
H  4.741  -2.821  0.024
H  4.134  -4.402  0.393
H  2.435  -2.243  0.774
C  2.862  1.314  4.545
O  2.993  1.846  5.809
H  3.193  2.018  3.782
H  3.563  0.494  4.385
H  1.791  1.169  4.404
H  2.966  1.143  6.462
C  3.524  3.424  -4.710
O  3.163  2.085  -4.567
H  4.047  3.636  -5.642
H  2.588  3.981  -4.686
H  4.197  3.721  -3.905
H  2.900  1.919  -3.658